# 1
Entry from the Open Molecules 2025 dataset: a single CH4INS molecule in a non-equilibrium geometry (ωB97M-V/def2-TZVPD).

```
8
Properties=species:S:1:pos:R:3:lowdin_charge:R:1
C 0.63 0.96 0.08 -0.40
N 0.30 -1.87 -0.31 -0.29
S -0.26 -0.48 0.80 0.46
I -2.68 0.27 -0.04 0.19
H 1.52 0.73 -0.38 0.01
H 0.82 1.77 0.81 0.06
H 0.02 1.31 -0.74 -0.01
H -0.35 -2.70 -0.22 -0.03
```

The energy comes out at -21525.104 eV. The lowest unoccupied orbital energy (alpha / beta) comes out at -1.44 / -1.56 eV. As for the orbital gap (alpha / beta): 0.2501 / 0.2887 Ha. The max |F| is 0.0874 hartree/bohr.


# 2
Entry from the Open Molecules 2025 dataset: 2 unconnected molecules or ions with the total composition CH4INS in a non-equilibrium geometry (ωB97M-V/def2-TZVPD).

```
8
Properties=species:S:1:pos:R:3:lowdin_charge:R:1
C -0.17 -0.19 0.25 -0.17
N -0.85 0.84 -0.51 -0.62
S -1.93 1.81 0.14 0.63
I -4.51 -0.23 -0.04 -0.22
H -0.85 -0.71 1.03 0.10
H 0.42 -0.86 -0.40 0.09
H 0.32 0.41 1.09 0.09
H -0.62 0.76 -1.52 0.11
```

The energy comes out at -21525.881 eV. The lowest unoccupied orbital energy (alpha / beta) comes out at -2.52 / -2.51 eV. As for the orbital gap (alpha / beta): 0.2243 / 0.2245 Ha. The max |F| is 0.0683 hartree/bohr.


# 3
Entry from the Open Molecules 2025 dataset: 3 unconnected molecules or ions with the total composition CH4IOP in a non-equilibrium geometry (ωB97M-V/def2-TZVPD).

```
8
Properties=species:S:1:pos:R:3:lowdin_charge:R:1
C -0.82 -1.44 -0.71 -0.20
O -0.39 -0.31 -0.96 -0.61
P -0.51 1.15 -0.33 0.36
I -1.97 0.80 1.54 0.31
H -1.67 -1.64 0.00 0.02
H 2.91 2.18 0.59 0.00
H -0.57 -2.35 -1.35 0.10
H 3.03 1.61 1.23 0.01
```

The energy comes out at -20535.525 eV. The lowest unoccupied orbital energy (alpha / beta) comes out at -0.63 / 0.20 eV. As for the orbital gap (alpha / beta): 0.2616 / 0.2894 Ha. The max |F| is 0.1198 hartree/bohr.


# 4
Entry from the Open Molecules 2025 dataset: 2 unconnected molecules or ions with the total composition CH4IOPS in a non-equilibrium geometry (ωB97M-V/def2-TZVPD).

```
9
Properties=species:S:1:pos:R:3:lowdin_charge:R:1
C 0.80 0.69 0.00 -0.46
O -1.18 -3.04 -0.28 -0.72
P -0.58 -0.23 -0.78 0.53
S -0.07 -2.10 -0.06 0.51
I -4.02 -0.52 0.06 0.40
H 0.58 0.42 1.14 0.07
H 0.51 1.66 -0.08 -0.04
H 1.79 0.49 -0.44 0.04
H -4.06 -1.55 -1.15 -0.32
```

The energy comes out at -31371.922 eV. The lowest unoccupied orbital energy (alpha / beta) comes out at -1.23 / -1.19 eV. As for the orbital gap (alpha / beta): 0.2774 / 0.2720 Ha. The max |F| is 0.0748 hartree/bohr.


# 5
Entry from the Open Molecules 2025 dataset: a single CH4IP molecule in a non-equilibrium geometry (ωB97M-V/def2-TZVPD).

```
7
Properties=species:S:1:pos:R:3:lowdin_charge:R:1
C 0.53 -0.33 0.59 -0.48
P 0.04 -0.10 -1.21 0.32
I -2.42 -0.31 -0.95 0.21
H 1.00 -1.21 0.61 -0.05
H -0.35 -0.18 1.20 -0.02
H 1.25 0.59 0.82 0.07
H -0.06 1.55 -1.06 -0.05
```

The energy comes out at -18490.614 eV. As for the SMILES: CPI. The lowest unoccupied orbital energy comes out at -0.03 eV. As for the orbital gap: 0.3354 Ha. The max |F| is 0.1122 hartree/bohr.


# 6
Entry from the Open Molecules 2025 dataset: a single CH4N2 molecule in a non-equilibrium geometry (ωB97M-V/def2-TZVPD).

```
7
Properties=species:S:1:pos:R:3:lowdin_charge:R:1
N 0.52 -0.46 0.76 0.02
C -0.21 -0.25 -0.44 -0.48
N -1.09 0.52 -0.79 0.07
H 1.49 -0.42 0.31 0.10
H 0.36 0.46 1.27 0.09
H 0.12 -1.11 -1.11 0.12
H -1.20 1.26 0.00 0.08
```

The energy comes out at -4081.166 eV. As for the SMILES: [H]/N=C\N. The lowest unoccupied orbital energy comes out at 1.04 eV. As for the orbital gap: 0.4187 Ha. The max |F| is 0.0969 hartree/bohr.


Record-wise energy relative to the best compared isomer or geometry (same formula, charge and spin) values, in eV: 2.2694 1.4929 3.1517 3.8275 0.9086 1.7159